Arrangement i

Molecular formula: CH2N2O2
Method: DFT, wB97M-V/def2-TZVPD

```
7
Properties=species:S:1:pos:R:3
N 1.745 1.134 -0.457
N 1.915 2.138 -0.901
O 2.182 3.257 -1.207
C -0.495 0.146 0.321
O -0.448 1.283 0.646
H 0.080 -0.048 -0.653
H -1.063 -0.674 0.943
```

HOMO energy = -0.37281 hartree

Löwdin atomic charge list, values in e, 4 entries:
1. N 0.226
2. N -0.244
3. O 0.084
4. C -0.199

***

Arrangement ii

Molecular formula: CH2N2O2
Method: DFT, wB97M-V/def2-TZVPD

```
7
Properties=species:S:1:pos:R:3
C 1.388 0.730 -1.110
N -1.691 -0.854 1.475
N 0.044 0.519 0.977
O 2.334 1.406 -1.124
O -0.760 -0.367 0.706
H 0.861 0.142 -1.858
H -2.177 -1.575 0.935
```

HOMO energy (spin up / spin down) = -0.30808 / -0.30811 hartree

Löwdin atomic charge list, values in e, 4 entries:
1. C 0.005
2. N 0.020
3. N 0.080
4. O 0.116

***

arrangement i wins, 546.6 kJ/mol ahead of the next structure.

***

Arrangement i

Molecular formula: CH2N2O2
Method: DFT, wB97M-V/def2-TZVPD

```
7
Properties=species:S:1:pos:R:3
H -0.550 1.227 -1.593
N 0.141 1.417 -0.872
N -0.005 0.418 -0.172
O 0.887 0.502 0.931
C 1.052 -0.604 1.699
O 1.729 -0.571 2.665
H 0.286 -1.475 1.307
```

HOMO energy = -0.40425 hartree

Löwdin atomic charge list, values in e, 4 entries:
1. H 0.071
2. N 0.113
3. N -0.035
4. O -0.059

***

Arrangement ii

Molecular formula: CH2N2O2
Method: DFT, wB97M-V/def2-TZVPD

```
7
Properties=species:S:1:pos:R:3
C 0.160 0.265 -0.052
N 1.430 0.331 -0.270
N 2.111 -0.127 -1.337
O 1.990 0.320 -2.423
O 3.005 -0.855 -0.967
H -0.534 0.717 0.659
H -0.385 -0.141 -0.955
```

HOMO energy = -0.40036 hartree

Löwdin atomic charge list, values in e, 4 entries:
1. C 0.067
2. N 0.066
3. N -0.507
4. O 0.115

***

Arrangement iii

Molecular formula: CH2N2O2
Method: DFT, wB97M-V/def2-TZVPD

```
7
Properties=species:S:1:pos:R:3
O 2.120 0.251 0.621
C 1.286 -0.302 -0.045
N -0.010 0.122 -0.145
N -0.875 -0.027 0.650
O -2.122 0.320 0.339
H 1.749 -1.188 -0.840
H -2.147 0.824 -0.579
```

HOMO energy = -0.38019 hartree

Löwdin atomic charge list, values in e, 4 entries:
1. O 0.047
2. C -0.351
3. N 0.035
4. N -0.061

***

arrangement i wins, 83.5 kJ/mol ahead of the next structure.

***

Arrangement i

Molecular formula: C5H9N2O3
Method: DFT, wB97M-V/def2-TZVPD

```
19
Properties=species:S:1:pos:R:3
C -0.760 -1.060 0.036
C 1.895 -0.594 -0.060
C -1.973 -0.690 -0.970
C -2.427 1.332 0.162
C 2.838 1.356 -0.917
N 0.544 -1.171 0.274
N -1.523 -1.765 0.919
O 2.775 -1.222 0.335
O -2.658 0.266 -0.772
O 1.765 0.569 -0.665
H -2.770 1.007 1.144
H -2.989 2.209 -0.051
H -1.317 1.423 0.249
H 3.433 1.043 -1.779
H 3.384 1.480 -0.020
H 2.418 2.302 -1.110
H 0.858 -1.844 0.954
H -2.476 -2.129 0.807
H -1.018 -2.514 1.464
```

net charge = +1
HOMO energy = -0.49873 hartree

Löwdin atomic charge list, values in e, 4 entries:
1. C -0.217
2. C -0.489
3. C 0.035
4. C 0.034

***

Arrangement ii

Molecular formula: C5H9N2O3
Method: DFT, wB97M-V/def2-TZVPD

```
19
Properties=species:S:1:pos:R:3
C 0.881 0.133 -0.193
C -0.670 0.226 1.035
C 0.906 0.165 -2.595
C -0.478 -1.399 -1.489
C -0.825 0.677 3.322
N 1.834 0.638 0.370
N 0.672 -0.549 -1.345
O -1.637 0.232 0.370
O 2.190 1.193 1.349
O -0.114 0.268 2.096
H 1.441 0.989 -2.401
H -0.084 0.322 -3.149
H 1.440 -0.473 -3.298
H -0.512 -2.291 -0.853
H -0.419 -1.834 -2.610
H -1.390 -0.948 -1.455
H -1.016 1.807 3.255
H -0.359 0.469 4.176
H -1.860 0.378 3.415
```

net charge = +1
HOMO energy (spin up / spin down) = -0.49206 / -0.48751 hartree

Löwdin atomic charge list, values in e, 4 entries:
1. C -0.085
2. C -0.340
3. C -0.015
4. C -0.064

***

arrangement i wins, 258.7 kJ/mol ahead of the next structure.

***

Arrangement i

Molecular formula: C28H43ClN4O7SSbY
Method: DFT, wB97M-V/def2-TZVPD

```
86
Properties=species:S:1:pos:R:3
Y 0.063 -1.608 -0.881
N 1.025 -1.848 -3.238
C 2.504 -2.123 -3.147
C 2.984 -2.596 -1.736
O 3.833 -3.500 -1.800
N 2.380 -2.031 -0.677
C 2.704 -2.494 0.702
C 1.558 -2.374 1.738
O 1.660 -2.976 2.827
O 0.510 -1.668 1.330
H 0.578 -2.561 -3.797
H 0.876 -0.969 -3.744
H 3.060 -1.222 -3.402
H 2.787 -2.902 -3.858
H 3.566 -1.954 1.097
H 2.972 -3.545 0.577
C 0.933 3.963 1.384
C 0.807 3.690 -0.102
C -0.524 4.178 -0.688
Sb 1.162 1.532 -0.470
C 1.144 1.606 -2.709
C 1.750 2.898 -3.215
C -0.256 1.383 -3.271
C 3.383 1.702 -0.161
C 4.172 0.912 -1.194
C 3.581 1.202 1.274
H 0.854 5.038 1.534
H 1.900 3.643 1.771
H 0.163 3.481 1.973
H 1.657 4.084 -0.640
H -1.385 3.803 -0.144
H -0.603 3.885 -1.748
H -0.533 5.265 -0.642
H 1.818 0.761 -2.928
H 1.075 3.747 -3.102
H 1.967 2.789 -4.281
H 2.708 3.169 -2.735
H -0.983 2.112 -2.927
H -0.618 0.361 -3.070
H -0.193 1.539 -4.365
H 3.520 2.785 -0.261
H 3.998 -0.165 -1.105
H 5.232 1.070 -1.023
H 4.005 1.252 -2.226
H 3.359 0.135 1.364
H 2.999 1.769 2.006
H 4.630 1.353 1.517
Cl -1.249 -6.331 2.539
C -0.468 -5.826 1.076
C 0.380 -6.678 0.347
C 0.923 -6.191 -0.874
C 0.606 -4.922 -1.336
N -0.136 -4.079 -0.553
C -0.711 -4.538 0.588
H 0.578 -7.687 0.719
H 1.638 -6.753 -1.487
H 1.001 -4.559 -2.287
H -1.338 -3.861 1.122
C -1.222 0.956 5.670
C -1.999 1.301 4.437
C -3.319 1.745 4.504
C -4.044 2.049 3.349
C -3.408 1.981 2.094
C -2.077 1.558 2.023
C -1.409 1.198 3.188
S -4.264 2.454 0.633
O -5.686 2.426 0.939
O -3.616 3.605 0.031
N -4.051 1.252 -0.458
C -4.594 -0.086 -0.235
C -4.069 -1.064 -1.270
C -2.539 -1.174 -1.245
O -1.815 -0.341 -0.593
O -1.956 -2.089 -1.905
H -1.733 1.277 6.575
H -0.239 1.433 5.642
H -1.062 -0.127 5.757
H -3.785 1.854 5.482
H -5.092 2.379 3.389
H -1.553 1.477 1.070
H -0.393 0.827 3.074
H -3.141 1.264 -0.909
H -5.693 -0.036 -0.318
H -4.360 -0.434 0.782
H -4.389 -0.769 -2.274
H -4.493 -2.059 -1.093
```

HOMO energy = -0.31097 hartree

Löwdin atomic charge list, values in e, 4 entries:
1. Y 1.446
2. N -0.030
3. C -0.144
4. C -0.602

***

Arrangement ii

Molecular formula: C28H43ClN4O7SSbY
Method: DFT, wB97M-V/def2-TZVPD

```
86
Properties=species:S:1:pos:R:3
Y -2.077 1.238 -1.800
N -3.037 3.469 -2.257
C -3.081 4.288 -0.985
C -2.230 3.809 0.144
O -1.855 4.632 1.033
N -1.886 2.509 0.079
C -1.228 2.006 1.260
C -0.530 0.771 0.707
O 0.580 0.315 1.093
O -1.247 0.194 -0.216
H -3.979 3.320 -2.622
H -2.616 4.059 -2.988
H -2.725 5.290 -1.174
H -4.104 4.322 -0.573
H -0.599 2.889 1.651
H -1.908 1.624 1.991
C 2.587 -0.652 3.842
C 2.768 0.857 3.662
C 1.722 1.740 4.382
Sb 2.717 1.280 1.518
C 3.939 3.255 1.515
C 5.065 3.172 2.535
C 2.950 4.382 1.789
C 4.197 -0.306 0.869
C 5.066 0.293 -0.224
C 3.344 -1.493 0.465
H 2.213 -0.941 4.837
H 3.534 -1.185 3.743
H 1.923 -1.190 3.168
H 3.735 1.145 4.041
H 0.760 1.542 3.923
H 1.934 2.804 4.250
H 1.686 1.504 5.427
H 4.241 3.328 0.457
H 4.664 3.294 3.554
H 5.834 3.947 2.384
H 5.486 2.183 2.461
H 2.616 4.382 2.784
H 2.070 4.333 1.141
H 3.438 5.393 1.588
H 4.713 -0.560 1.755
H 4.528 0.284 -1.194
H 6.064 -0.228 -0.232
H 5.291 1.345 0.000
H 2.762 -1.380 -0.461
H 2.640 -1.844 1.269
H 3.928 -2.368 0.231
Cl 2.366 4.134 -4.991
C 1.759 2.682 -4.361
C 2.283 1.468 -4.817
C 1.643 0.291 -4.370
C 0.567 0.356 -3.476
N 0.041 1.534 -3.019
C 0.679 2.657 -3.423
H 3.137 1.413 -5.502
H 1.897 -0.748 -4.689
H -0.055 -0.488 -3.275
H 0.325 3.601 -3.031
C -0.221 -5.415 2.212
C -1.421 -4.969 1.424
C -2.112 -5.908 0.616
C -3.283 -5.590 -0.002
C -3.736 -4.259 0.129
C -2.991 -3.278 0.798
C -1.928 -3.670 1.530
S -5.365 -3.817 -0.385
O -5.981 -4.954 -1.017
O -5.996 -3.186 0.734
N -5.119 -2.658 -1.547
C -4.496 -2.926 -2.815
C -4.445 -1.664 -3.654
C -3.699 -0.514 -2.929
O -4.273 0.224 -2.050
O -2.443 -0.435 -3.209
H -0.518 -6.131 2.953
H 0.308 -4.571 2.687
H 0.565 -5.848 1.596
H -1.646 -6.896 0.416
H -3.926 -6.262 -0.637
H -3.303 -2.243 0.803
H -1.424 -2.959 2.135
H -4.911 -1.743 -1.129
H -5.170 -3.643 -3.341
H -3.493 -3.418 -2.716
H -5.510 -1.342 -3.889
H -3.995 -1.875 -4.583
```

HOMO energy = -0.21633 hartree

Löwdin atomic charge list, values in e, 4 entries:
1. Y 1.573
2. N -0.051
3. C -0.146
4. C -0.553

***

arrangement i wins, 285.0 kJ/mol ahead of the next structure.